# C5H6OS2

A cluster of 2 separate species, C5H6OS2 in total (ωB97M-V/def2-TZVPD, OMol25).

The value obtained for the HOMO-LUMO gap (alpha / beta) is 8.02 / 8.24 eV. The highest occupied orbital energy (alpha / beta) is -9.308 / -8.936 eV. For the calculated total energy, the calculation gives -1065.43976 a.u. The LUMO energy (alpha / beta) comes out at -1.285 / -0.698 eV. As for the charge: 0.

Each line ends with the Löwdin charge.
Geometry (Å):
C1 -0.590 1.708 0.136  -0.525
C2 -0.640 0.804 -1.112  -0.474
C3 0.252 0.806 0.842  -0.312
C4 0.303 -0.161 -0.315  -0.617
C5 0.115 -1.632 -0.205  -0.073
O1 2.659 -0.510 0.684  -0.518
S1 -2.199 0.916 -0.281  0.887
S2 1.940 0.596 0.094  1.004
H1 -0.644 2.765 0.239  0.096
H2 -0.561 1.349 -2.073  0.121
H3 -0.792 -0.700 2.455  0.187
H4 -0.263 -2.112 -1.157  0.108
H5 -0.634 -1.685 0.579  0.029
H6 1.054 -2.146 0.114  0.088

# C5H6OSi

A structure of composition C5H6OSi (ωB97M-V/def2-TZVPD, OMol25).

The value obtained for the HOMO-LUMO gap (alpha / beta) is 8.04 / 8.04 eV. The highest occupied orbital energy (alpha / beta) is -8.329 / -8.329 eV. For the calculated total energy, the calculation gives -558.60435 a.u. The LUMO energy (alpha / beta) comes out at -0.290 / -0.289 eV. As for the charge: 0.

Each line ends with the Löwdin charge.
Geometry (Å):
C1 0.445 1.724 1.167  -0.318
C2 0.420 -1.029 1.083  -0.138
C3 -1.053 -0.638 0.952  -0.093
C4 0.055 0.404 1.349  -0.073
C5 -0.162 -0.688 -0.202  -0.291
O1 1.619 2.092 1.244  -0.008
Si1 -0.016 -0.303 -2.061  0.669
H1 -0.374 2.604 1.164  0.154
H2 1.090 -1.817 1.407  0.137
H3 -1.982 -0.985 1.386  0.126
H4 -0.555 -1.658 -2.775  -0.056
H5 1.481 -0.572 -2.464  -0.052
H6 -0.968 0.867 -2.250  -0.058

# C5H6S

A structure of composition C5H6S (ωB97M-V/def2-TZVPD, OMol25).

The value obtained for the HOMO-LUMO gap is 8.38 eV. The highest occupied orbital energy is -8.867 eV. For the calculated total energy, the calculation gives -592.03526 a.u. The LUMO energy comes out at -0.488 eV. As for the charge: 0.

Each line ends with the Löwdin charge.
Geometry (Å):
C1 -1.327 1.485 0.117  -0.440
C2 0.620 -0.459 -0.542  -0.665
C3 0.442 -1.580 -1.304  -0.075
C4 1.063 -0.513 0.804  -0.220
C5 1.207 -0.212 2.038  0.037
H1 -1.511 2.634 0.128  0.020
H2 -0.979 1.196 1.288  0.080
H3 -2.554 1.088 -0.109  0.100
H4 1.115 -2.684 -1.673  0.160
H5 -0.063 -1.410 -2.355  0.050
H6 2.195 -0.548 2.950  0.169
S1 -0.208 1.003 -1.344  0.784

# C5H6S

The molecule C5H6S (ωB97M-V/def2-TZVPD, OMol25).

The value obtained for the HOMO-LUMO gap (alpha / beta) is 5.02 / 5.04 eV. The highest occupied orbital energy (alpha / beta) is -7.728 / -7.743 eV. For the calculated total energy, the calculation gives -592.01927 a.u. The LUMO energy (alpha / beta) comes out at -2.713 / -2.699 eV. As for the charge: 0.

Each line ends with the Löwdin charge.
Geometry (Å):
C1 1.758 -1.388 0.370  0.066
C2 0.746 -1.859 -0.261  0.075
C3 -0.061 0.527 0.417  -0.228
C4 -1.492 0.751 -0.275  -0.790
C5 0.694 -0.358 -0.509  -0.229
S1 -2.682 -0.370 0.114  0.565
H1 2.574 -1.264 1.039  0.085
H2 0.470 1.485 0.507  0.125
H3 -0.143 -0.050 1.401  0.126
H4 -1.658 1.802 -0.050  0.071
H5 -1.074 0.799 -1.225  0.021
H6 0.868 -0.073 -1.528  0.113

# C5H6S

A cluster of 2 separate species, C5H6S in total (ωB97M-V/def2-TZVPD, OMol25).

Its SMILES is C#CC#C.CS. The value obtained for the HOMO-LUMO gap (alpha / beta) is 8.00 / 8.00 eV. The highest occupied orbital energy (alpha / beta) is -8.939 / -8.939 eV. For the calculated total energy, the calculation gives -592.02178 a.u. The LUMO energy (alpha / beta) comes out at -0.935 / -0.936 eV. As for the charge: 0.

Each line ends with the Löwdin charge.
Geometry (Å):
C1 -0.028 2.518 0.047  -0.122
C2 -0.933 2.149 -0.790  -0.252
C3 0.569 3.364 1.134  0.189
C4 -1.661 1.778 -1.731  0.193
C5 0.370 -1.236 0.973  -0.442
S1 -0.160 -2.899 0.291  0.619
H1 1.456 3.716 1.603  -0.019
H2 -2.095 1.636 -2.655  0.019
H3 1.452 -1.467 0.865  0.004
H4 0.034 -0.391 0.278  0.019
H5 0.051 -1.227 2.062  0.049
H6 -1.160 -3.024 1.011  -0.258

# C5H6Se

The molecule C5H6Se (ωB97M-V/def2-TZVPD, OMol25).

The value obtained for the HOMO-LUMO gap is 8.73 eV. The highest occupied orbital energy is -8.074 eV. For the calculated total energy, the calculation gives -2595.41013 a.u. The LUMO energy comes out at 0.656 eV. As for the charge: 0.

Each line ends with the Löwdin charge.
Geometry (Å):
C1 -1.317 0.744 -0.290  -0.200
C2 -1.131 -0.704 -0.317  -0.120
C3 -0.363 1.464 0.246  0.084
C4 0.009 -1.182 0.191  -0.223
C5 0.973 -0.229 0.738  -0.548
Se1 2.642 0.038 -0.143  0.769
H1 -2.230 1.147 -0.714  0.095
H2 -1.905 -1.336 -0.721  0.097
H3 -0.114 2.473 0.466  0.046
H4 0.239 -2.238 0.213  0.103
H5 1.102 -0.195 1.814  0.054
H6 2.095 0.018 -1.483  -0.157

# C5H7AuO4

A structure of composition C5H7AuO4 (ωB97M-V/def2-TZVPD, OMol25).

The value obtained for the HOMO-LUMO gap (alpha / beta) is 9.96 / 5.81 eV. The highest occupied orbital energy (alpha / beta) is -23.886 / -24.696 eV. For the calculated total energy, the calculation gives -629.67113 a.u. The LUMO energy (alpha / beta) comes out at -13.929 / -18.885 eV. Its spin multiplicity is 4. As for the charge: +3.

Each line ends with the Löwdin spin population.
Geometry (Å):
H1 0.008 2.718 2.006  0.124
Au1 -2.558 2.148 1.082  0.734
O1 -1.393 1.533 2.442  0.747
O2 0.540 0.833 1.462  0.624
C1 0.274 -0.357 0.731  0.107
C2 0.224 -0.059 -0.766  0.083
O3 -0.976 2.132 0.320  0.368
C3 -0.481 1.746 1.493  0.144
H2 1.101 -1.034 0.967  0.002
H3 -0.675 -0.781 1.088  0.044
H4 -0.802 -0.054 -1.148  0.003
H5 0.852 0.802 -1.023  0.001
H6 1.087 -0.970 -2.649  0.004
O4 -0.362 -3.428 -1.626  0.003
C4 0.965 -1.262 -1.593  0.012
C5 0.236 -2.480 -1.611  0.001
H7 1.961 -1.487 -1.175  0.001

# C5H7BN2O

The molecule C5H7BN2O (ωB97M-V/def2-TZVPD, OMol25).

Its SMILES is C#CCCOB(N)C#N. The value obtained for the HOMO-LUMO gap is 10.45 eV. The highest occupied orbital energy is -10.115 eV. For the calculated total energy, the calculation gives -404.32192 a.u. The LUMO energy comes out at 0.331 eV. As for the charge: 0.

Each line ends with the Löwdin charge.
Geometry (Å):
B1 1.717 -0.427 -0.204  -0.604
C1 -2.823 1.937 -0.883  0.119
C2 2.902 0.526 0.017  -0.071
C3 -2.226 1.245 -0.089  -0.155
C4 -1.613 0.460 0.934  -0.172
C5 -0.625 -0.564 0.318  -0.218
N1 3.690 1.230 0.477  0.144
N2 1.975 -1.706 -0.737  0.240
O1 0.525 0.168 0.192  0.005
H1 -2.959 2.778 -1.493  0.016
H2 -0.948 1.028 1.642  0.151
H3 -2.426 0.007 1.478  0.114
H4 -0.838 -0.778 -0.774  0.153
H5 -0.428 -1.403 1.037  0.145
H6 2.806 -2.176 -0.959  0.078
H7 1.270 -2.326 -0.956  0.053

# C5H7BS

A cluster of 2 separate species, C5H7BS in total (ωB97M-V/def2-TZVPD, OMol25).

Its SMILES is b1ccccc1.S. The value obtained for the HOMO-LUMO gap is 7.92 eV. The highest occupied orbital energy is -8.425 eV. For the calculated total energy, the calculation gives -617.64956 a.u. The LUMO energy comes out at -0.503 eV. As for the charge: 0.

Each line ends with the Löwdin charge.
Geometry (Å):
B1 1.372 -0.793 -0.588  0.049
C1 1.150 -0.452 -1.980  -0.036
C2 0.264 0.654 -2.067  -0.105
C3 -0.282 1.237 -0.902  -0.135
C4 0.086 0.889 0.366  -0.174
C5 0.823 -0.225 0.677  -0.055
S1 -1.841 -1.394 3.248  0.559
H1 1.486 -0.825 -2.955  0.082
H2 -0.129 1.047 -2.996  0.105
H3 -1.029 1.922 -0.942  0.066
H4 -0.374 1.428 1.255  0.139
H5 -1.731 -1.353 1.960  -0.249
H6 0.874 -0.329 1.733  0.054
H7 -0.669 -1.805 3.191  -0.300

# C5H7Br

The molecule C5H7Br (ωB97M-V/def2-TZVPD, OMol25).

Its SMILES is C=C/C(Br)=C/C. The value obtained for the HOMO-LUMO gap (alpha / beta) is 8.16 / 7.84 eV. The highest occupied orbital energy (alpha / beta) is -8.056 / -8.361 eV. For the calculated total energy, the calculation gives -2768.54412 a.u. The LUMO energy (alpha / beta) comes out at 0.105 / -0.524 eV. As for the charge: 0.

Each line ends with the Löwdin charge.
Geometry (Å):
C1 0.671 -1.268 2.527  -0.015
C2 0.108 -0.437 1.656  -0.349
C3 -0.486 0.957 -0.888  -0.100
C4 0.020 -0.357 0.276  -0.504
C5 -0.386 1.042 -2.307  -0.204
Br1 1.165 -1.552 -0.798  0.617
H1 0.344 -1.307 3.564  0.061
H2 1.588 -1.820 2.254  0.057
H3 -0.749 0.075 2.206  0.125
H4 -1.379 1.522 -0.411  0.094
H5 -0.384 0.047 -2.712  0.049
H6 0.620 1.474 -2.602  0.111
H7 -1.130 1.624 -2.765  0.058

# C5H7Br

The molecule C5H7Br (ωB97M-V/def2-TZVPD, OMol25).

Its SMILES is C=C(C)C(=C)Br. The value obtained for the HOMO-LUMO gap is 10.31 eV. The highest occupied orbital energy is -9.496 eV. For the calculated total energy, the calculation gives -2768.65099 a.u. The LUMO energy comes out at 0.818 eV. As for the charge: 0.

Each line ends with the Löwdin charge.
Geometry (Å):
C1 -0.306 -0.599 -1.319  0.033
C2 0.573 -1.617 1.645  -0.053
C3 -0.206 0.065 -0.191  -0.329
C4 -0.221 -0.617 1.316  -0.593
C5 -0.469 1.560 -0.132  -0.102
Br1 -1.579 -0.025 2.639  0.627
H1 -0.297 -0.124 -2.302  0.075
H2 -0.234 -1.698 -1.204  0.076
H3 0.732 -2.136 2.535  0.044
H4 1.230 -1.912 0.891  0.046
H5 -1.387 1.884 0.231  0.040
H6 0.331 1.935 0.479  0.076
H7 -0.362 2.126 -1.012  0.060

# C5H7Br3N2

The molecule C5H7Br3N2 (ωB97M-V/def2-TZVPD, OMol25).

Its SMILES is CN1C(Br)=C(Br)[C@@H](Br)N1C. The value obtained for the HOMO-LUMO gap is 8.66 eV. The highest occupied orbital energy is -8.435 eV. For the calculated total energy, the calculation gives -8026.16951 a.u. The LUMO energy comes out at 0.225 eV. As for the charge: 0.

Each line ends with the Löwdin charge.
Geometry (Å):
C1 -1.906 0.006 -0.624  -0.786
C2 -1.292 -0.874 0.151  -0.693
C3 -0.710 1.107 -0.713  -0.435
C4 1.002 -1.776 0.071  -0.058
C5 1.496 1.221 0.344  -0.110
N1 0.055 -0.731 0.328  -0.139
N2 0.441 0.535 -0.357  -0.170
Br1 -3.689 0.410 -0.773  0.765
Br2 -2.182 -2.592 0.639  0.690
Br3 -1.228 2.675 0.845  0.321
H1 -0.806 1.719 -1.632  0.109
H2 0.866 -2.634 0.742  0.086
H3 0.817 -2.061 -0.982  0.115
H4 1.948 -1.489 0.341  0.049
H5 1.448 2.304 0.074  0.071
H6 1.273 1.448 1.444  0.090
H7 2.466 0.729 0.102  0.094